*1*
Density functional theory data (ωB97M-V with the def2-TZVPD basis set) for a 3-piece molecular cluster, C6H16O2 overall.

Each line ends with the Löwdin charge.
CARTESIAN COORDINATES (ANGSTROEM)
C 0.101 0.455 -1.027  0.020
C 0.864 -0.292 -0.301  -0.385
C 0.823 0.133 1.164  -0.224
C -0.325 -0.593 1.895  -0.096
C 1.716 -1.399 -0.756  -0.191
C 1.071 -2.780 -0.272  -0.078
H -0.284 1.490 -0.798  0.086
H -0.301 0.203 -1.968  0.048
H 0.612 1.236 1.316  0.116
H 1.821 -0.022 1.672  0.116
H -0.314 -1.679 1.846  0.049
H -1.248 -0.277 1.330  0.092
H -0.378 -0.256 2.879  0.042
H 2.811 -1.399 -0.241  0.157
H 1.887 -1.480 -1.765  0.068
H 0.775 -2.848 0.781  0.053
H 1.683 -3.609 -0.702  0.080
H 0.203 -2.714 -0.869  0.049
O 1.437 5.172 -1.306  -0.055
H 1.246 4.340 -0.873  0.017
H 0.738 5.223 -1.969  0.036
O -4.808 0.442 -0.393  -0.143
H -4.609 0.929 0.456  0.045
H -5.521 -0.273 -0.099  0.097

Its structure (SMILES) is C=C(CC)CC.O.O. As for the lowest unoccupied orbital energy: 0.632 eV. For the gap between HOMO and LUMO, the calculation gives 9.774 eV.

***

*2*
Density functional theory data (ωB97M-V with the def2-TZVPD basis set) for a 2-piece molecular cluster, C6H16O2 overall.

Each line ends with the Löwdin charge.
CARTESIAN COORDINATES (ANGSTROEM)
C 1.981 -0.555 -1.616  -0.046
C 1.314 -1.953 -1.987  -0.476
C 0.449 -1.874 -3.288  -0.068
O 0.511 -2.418 -0.918  -0.079
H 2.208 -0.559 -0.536  0.070
H 1.219 0.217 -1.813  0.071
H 2.899 -0.292 -2.167  0.075
H 2.125 -2.697 -2.126  0.128
H 1.026 -1.354 -4.072  0.076
H -0.537 -1.388 -3.197  0.081
H 0.298 -2.922 -3.599  0.070
H 0.146 -3.304 -1.127  0.103
C -1.017 2.334 3.395  -0.058
C -0.807 1.361 2.219  -0.520
C -1.757 1.582 1.084  -0.082
O -0.777 -0.036 2.552  -0.060
H -1.988 2.168 3.890  0.081
H -0.980 3.375 3.033  0.081
H -0.214 2.191 4.139  0.079
H 0.181 1.676 1.826  0.129
H -1.653 2.632 0.763  0.082
H -2.789 1.424 1.442  0.087
H -1.584 0.929 0.212  0.079
H -0.255 -0.537 1.890  0.096

Its structure (SMILES) is CC(C)O.CC(C)O. As for the lowest unoccupied orbital energy: 0.777 eV. For the gap between HOMO and LUMO, the calculation gives 10.761 eV.

***

Stability check: which of them is most stable? *2*.

***

*1*
Density functional theory data (ωB97M-V with the def2-TZVPD basis set) for a 2-piece molecular cluster, C3H10NO2PS overall.

Each line ends with the Löwdin charge.
CARTESIAN COORDINATES (ANGSTROEM)
C -0.993 -1.981 0.251  -0.155
N -1.431 -0.962 1.167  -0.200
P -2.608 0.055 0.526  0.201
O -3.004 -0.089 -0.862  -0.354
S -3.198 1.464 1.694  0.223
H -0.716 -2.760 0.859  0.058
H -1.710 -2.348 -0.429  0.062
H -0.141 -1.673 -0.383  0.086
H -1.192 -1.090 2.093  0.066
C 1.408 1.623 -1.275  -0.073
C 2.106 0.530 -0.333  -0.264
O 1.261 0.333 0.834  -0.126
H 1.150 2.587 -0.937  0.044
H 1.992 1.635 -2.270  0.100
H 0.472 1.169 -1.417  0.032
H 3.168 0.768 0.112  0.128
H 2.211 -0.382 -0.981  0.108
H 1.225 1.121 1.348  0.064

Its structure (SMILES) is CNP(=O)=S.CCO. As for the lowest unoccupied orbital energy: 0.334 eV. For the gap between HOMO and LUMO, the calculation gives 9.820 eV.

***

*2*
Density functional theory data (ωB97M-V with the def2-TZVPD basis set) for one molecule with the formula C3H10NO2PS.

Each line ends with the Löwdin charge.
CARTESIAN COORDINATES (ANGSTROEM)
C -1.381 -1.717 -0.724  -0.172
C -1.234 0.142 1.713  -0.153
C 2.718 1.416 -0.088  -0.279
N -2.281 1.003 -0.760  -0.173
O 0.382 0.167 -0.410  -0.594
O 2.599 -0.907 -1.045  -0.470
P -1.277 0.005 -0.103  0.546
S 1.967 -0.174 0.054  0.830
H -0.332 -2.234 -0.752  0.084
H -2.068 -2.250 -0.024  0.051
H -1.770 -1.675 -1.753  0.047
H -2.023 -0.567 2.081  0.069
H -0.178 -0.304 1.793  0.052
H -1.383 1.133 1.910  0.009
H 2.192 2.204 0.543  0.072
H 2.783 1.829 -1.170  0.101
H 3.741 1.409 0.325  0.053
H -2.455 0.521 -1.590  -0.072

As for the lowest unoccupied orbital energy: 0.650 eV. For the gap between HOMO and LUMO, the calculation gives 10.079 eV.

***

Stability check: which of them is most stable? *1*.

***

*1*
Density functional theory data (ωB97M-V with the def2-TZVPD basis set) for a 2-piece molecular cluster, C10H15N5 overall.

Each line ends with the Löwdin charge.
CARTESIAN COORDINATES (ANGSTROEM)
H -5.231 2.334 1.590  0.050
N -4.341 1.952 1.274  0.098
C -4.422 0.938 0.528  -0.215
C -3.219 0.315 0.024  -0.274
C -1.891 0.609 0.270  0.039
N -1.205 -0.277 -0.491  -0.080
C 0.160 -0.402 -0.672  -0.194
N 0.969 0.273 0.012  0.061
C 2.371 0.188 -0.273  -0.254
C 2.852 1.478 -0.949  -0.248
C 2.764 2.680 -0.017  -0.114
N -2.071 -1.062 -1.158  0.040
N -3.251 -0.724 -0.856  0.058
H -5.350 0.453 0.193  0.116
H -1.420 1.343 0.885  0.124
H 0.413 -1.067 -1.503  0.134
H 2.603 -0.674 -0.917  0.115
H 2.891 0.075 0.682  0.115
H 3.885 1.331 -1.268  0.105
H 2.244 1.655 -1.840  0.106
H 1.737 2.827 0.308  0.063
H 3.388 2.521 0.859  0.071
H 3.103 3.579 -0.526  0.068
C -0.098 -3.415 -0.516  -0.018
C 0.451 -2.848 0.512  -0.211
C 0.965 -2.398 1.612  0.008
H 0.455 -3.646 -1.413  0.067
H -1.154 -3.634 -0.535  0.064
H 1.036 -1.340 1.822  0.046
H 1.366 -3.063 2.362  0.062

Its structure (SMILES) is [H]/N=C/c1cn(/C=N/CCC)nn1.C=C=C. As for the lowest unoccupied orbital energy: 0.265 eV. For the gap between HOMO and LUMO, the calculation gives 9.733 eV.

***

*2*
Density functional theory data (ωB97M-V with the def2-TZVPD basis set) for a 5-piece molecular cluster, C10H15N5 overall.

Each line ends with the Löwdin charge.
CARTESIAN COORDINATES (ANGSTROEM)
C 0.258 5.157 1.567  -0.084
C 1.714 5.380 1.466  -0.272
N 2.841 5.558 1.402  0.118
H 0.045 4.101 1.729  0.034
H -0.345 5.324 0.674  0.073
H -0.235 5.757 2.332  0.077
C -0.726 -4.219 0.472  -0.089
C -2.128 -4.777 0.440  -0.261
N -3.222 -5.143 0.380  0.110
H -0.308 -4.454 -0.508  0.058
H -0.131 -4.729 1.230  0.073
H -0.699 -3.148 0.674  0.044
C -1.680 1.884 -1.530  -0.069
C -2.686 0.840 -1.269  -0.290
N -3.422 -0.001 -1.086  0.123
H -2.138 2.872 -1.586  0.078
H -1.007 1.667 -2.359  0.080
H -1.063 1.874 -0.631  0.028
C 2.210 -2.088 -3.416  -0.061
C 1.677 -2.170 -2.015  -0.210
N 1.356 -2.197 -0.866  0.127
H 1.712 -1.305 -3.987  0.077
H 1.966 -3.014 -3.938  0.079
H 3.274 -1.851 -3.405  0.083
C 0.512 -0.698 2.609  -0.042
C 0.456 0.615 1.889  -0.248
N 0.376 1.588 1.336  0.143
H -0.523 -0.860 2.910  0.081
H 1.038 -0.482 3.539  0.081
H 0.881 -1.482 1.948  0.058

Its structure (SMILES) is CC#N.CC#N.CC#N.CC#N.CC#N. As for the lowest unoccupied orbital energy: 0.232 eV. For the gap between HOMO and LUMO, the calculation gives 11.766 eV.

***

Stability check: which of them is most stable? *2*.

***

*1*
Density functional theory data (ωB97M-V with the def2-TZVPD basis set) for a 2-piece molecular cluster, C4H9S overall.

Each line ends with the Löwdin charge.
CARTESIAN COORDINATES (ANGSTROEM)
C -1.189 1.376 -1.605  -0.646
S -0.582 0.221 -3.043  -0.095
H -2.081 0.979 -1.180  -0.046
H -1.487 2.263 -2.206  -0.040
H -0.350 1.626 -0.883  -0.003
C 0.299 -0.097 1.931  -0.150
C 1.077 -1.022 1.003  -0.233
C 0.671 -1.373 -0.309  -0.019
H 0.607 -0.266 3.015  0.067
H -0.798 -0.230 1.734  0.082
H 0.674 0.915 1.738  0.055
H 1.983 -1.485 1.335  0.046
H 1.343 -2.022 -0.886  0.049
H -0.167 -0.886 -0.644  -0.067

As for the lowest unoccupied orbital energy: 3.734 eV. As for the net charge: -1. For the gap between HOMO and LUMO, the calculation gives 5.854 eV.

***

*2*
Density functional theory data (ωB97M-V with the def2-TZVPD basis set) for a 2-piece molecular cluster, C4H9S overall.

Each line ends with the Löwdin charge.
CARTESIAN COORDINATES (ANGSTROEM)
C 1.507 -2.340 0.063  -0.665
S -0.375 -2.188 -0.065  0.058
H 2.027 -1.584 0.605  -0.038
H 1.986 -2.440 -0.928  -0.014
H 1.739 -3.219 0.731  -0.015
C -1.071 1.457 1.054  -0.166
C -0.665 1.879 -0.377  -0.256
C -0.298 0.836 -1.314  -0.085
H -1.941 1.910 1.519  0.049
H -0.263 1.578 1.855  0.068
H -0.959 0.391 0.867  -0.016
H -1.042 2.897 -0.694  0.056
H -0.846 0.895 -2.448  0.098
H 0.201 -0.072 -0.868  -0.074

As for the lowest unoccupied orbital energy: 4.129 eV. As for the net charge: -1. For the gap between HOMO and LUMO, the calculation gives 6.453 eV.

***

Stability check: which of them is most stable? *1*.

***

*1*
Density functional theory data (ωB97M-V with the def2-TZVPD basis set) for an isolated ion of composition C5H12N3O and charge +1.

Each line ends with the Löwdin charge.
CARTESIAN COORDINATES (ANGSTROEM)
C -3.081 -0.040 0.515  0.093
C -1.970 -0.043 -0.141  -0.462
O -1.793 0.567 -1.365  0.051
N -0.897 -0.919 0.111  0.171
C 0.414 -0.771 -0.031  -0.347
N 1.139 -1.859 -0.383  0.184
N 1.046 0.404 -0.108  -0.107
C 0.576 1.542 0.553  -0.035
C 2.545 0.301 -0.297  0.028
H -3.288 -0.583 1.448  0.091
H -3.964 0.608 0.282  0.106
H -2.625 0.986 -1.725  0.156
H -1.186 -1.897 0.171  0.181
H 2.054 -1.997 0.107  0.147
H 0.707 -2.757 -0.477  0.122
H 1.201 2.468 0.179  0.151
H -0.526 1.655 0.592  0.101
H 0.979 1.441 1.555  0.101
H 2.930 0.041 0.622  0.079
H 2.805 -0.384 -1.108  0.112
H 2.936 1.236 -0.502  0.075

Its structure (SMILES) is C=C(O)NC(=[NH2+])N(C)C. As for the lowest unoccupied orbital energy: -2.902 eV. As for the net charge: +1. For the gap between HOMO and LUMO, the calculation gives 10.357 eV.

***

*2*
Density functional theory data (ωB97M-V with the def2-TZVPD basis set) for a 2-piece molecular cluster, C5H12N3O overall.

Each line ends with the Löwdin charge.
CARTESIAN COORDINATES (ANGSTROEM)
C 1.370 0.521 1.045  -0.012
C 1.921 1.312 0.119  -0.047
C 2.370 -0.882 -0.652  -0.162
C -3.310 0.927 0.047  -0.079
C -1.929 -1.031 -0.220  -0.313
N 1.622 -0.962 0.596  0.087
N 2.498 0.505 -0.890  0.005
N -2.053 0.228 0.064  -0.012
O -0.851 -1.606 -0.058  -0.027
H 0.529 0.625 1.759  0.123
H 3.270 -1.438 -0.465  0.129
H 1.788 -1.396 -1.575  0.188
H -3.608 0.998 1.088  0.082
H -3.214 2.070 -0.241  0.126
H -4.061 0.613 -0.738  0.114
H -2.882 -1.555 -0.446  0.165
H 1.949 2.355 0.125  0.116
H 2.067 -1.523 1.218  0.123
H 3.160 0.822 -1.599  0.158
H -1.257 0.787 0.323  0.123
H 0.621 -1.369 0.499  0.113

As for the lowest unoccupied orbital energy: -2.531 eV. As for the net charge: +1. For the gap between HOMO and LUMO, the calculation gives 10.183 eV.

***

Stability check: which of them is most stable? *1*.

***

*1*
Density functional theory data (ωB97M-V with the def2-TZVPD basis set) for C7H9NO as an isolated structure.

Each line ends with the Löwdin charge.
CARTESIAN COORDINATES (ANGSTROEM)
C -0.066 1.197 1.150  -0.266
C 0.067 0.452 -0.089  -0.166
C -0.671 -0.700 -0.435  -0.083
C -0.570 -1.440 -1.450  -0.059
C 0.474 -1.083 -2.406  -0.074
C 1.205 -0.057 -2.127  -0.215
C 1.143 0.719 -1.053  -0.064
H -0.310 0.292 3.736  -0.068
H -1.105 -1.074 3.298  0.187
H 0.990 1.428 1.538  0.150
H -0.525 2.229 0.857  0.162
H -1.347 -1.141 0.372  0.145
H -1.080 -2.170 -1.716  0.034
H 0.961 -1.612 -3.129  0.075
H 2.247 0.283 -2.931  0.192
H 1.636 1.793 -1.116  0.150
N -0.379 -0.158 3.003  0.079
O -1.038 0.820 2.066  -0.180

As for the lowest unoccupied orbital energy: 0.889 eV. For the gap between HOMO and LUMO, the calculation gives 9.526 eV.

***

*2*
Density functional theory data (ωB97M-V with the def2-TZVPD basis set) for C7H9NO as an isolated structure.

Each line ends with the Löwdin charge.
CARTESIAN COORDINATES (ANGSTROEM)
C 1.544 -0.244 -1.383  -0.034
C 2.289 -0.814 -0.482  -0.162
C 0.136 0.174 -0.983  -0.119
C -0.545 -0.532 0.158  -0.425
C -0.201 0.846 0.307  -0.095
C -1.748 -1.452 0.206  0.006
C -0.541 2.076 1.020  -0.012
N 0.537 -0.690 1.126  0.136
O 1.883 -0.958 0.806  -0.072
H 1.849 -0.116 -2.363  0.075
H 3.358 -0.930 -0.750  0.133
H -0.520 0.506 -1.727  0.122
H -1.483 -2.408 0.459  0.034
H -2.051 -1.631 -0.867  0.098
H -2.550 -1.110 0.941  0.106
H -1.094 1.930 1.927  0.091
H -1.168 2.688 0.495  0.053
H 0.305 2.665 1.112  0.065

As for the lowest unoccupied orbital energy: 0.860 eV. For the gap between HOMO and LUMO, the calculation gives 8.795 eV.

***

Stability check: which of them is most stable? *2*.